Record 1
This record from the OMol25 dataset describes a 2-piece molecular cluster, C5H9NO overall. The level of theory is the ωB97M-V functional and the def2-TZVPD basis.

```
16
Properties=species:S:1:pos:R:3:nbo_charge:R:1
C 0.2808 2.0674 -0.2938 -0.645
C 0.2631 0.6766 0.2621 0.101
C -0.4313 0.1135 1.3482 -0.303
C -0.1044 -1.2396 1.4757 -0.309
C 1.1291 -1.3659 0.8038 -0.077
N 1.1508 -0.3242 -0.0839 -0.508
H 0.1122 2.8313 0.4674 0.234
H -0.6418 2.1689 -0.8799 0.226
H 1.1978 2.2009 -0.8336 0.217
H -1.2287 0.7193 1.7602 0.211
H -0.8323 -2.0000 1.7191 0.232
H 1.8663 -2.1411 0.9207 0.218
H 1.9198 -0.1483 -0.7064 0.403
O -1.3692 -1.3873 -2.2255 -0.955
H -2.3176 -1.2029 -2.2890 0.472
H -0.9946 -0.9686 -1.4453 0.482
```

Calculated values
SMILES   Cc1ccc[nH]1.O
E_tot   -8867.1669 eV
ΔE to the lowest compared entry with this formula, charge and spin   197.4 kJ/mol
Charge   0

---

Record 2
This record from the OMol25 dataset describes C5H9NO as an isolated structure. The level of theory is the ωB97M-V functional and the def2-TZVPD basis.

```
16
Properties=species:S:1:pos:R:3:nbo_charge:R:1
C 1.4857 -0.1520 -0.6173 -0.160
C -0.4996 1.2301 -0.9176 -0.609
N 0.8711 -1.3437 -0.4174 -0.630
C -0.4586 -1.3731 0.0641 0.663
C -0.8939 -0.0190 0.5578 -0.351
C -0.3296 0.3057 1.7975 -0.340
O -1.1259 -2.3798 0.0352 -0.574
H 1.0962 -2.1256 -1.0198 0.409
H 1.5791 0.5385 0.2054 0.183
H 2.2089 -0.0996 -1.4208 0.187
H -1.9760 0.0463 0.5374 0.240
H -0.4816 0.8604 -1.9414 0.206
H -1.4830 1.6514 -0.7266 0.197
H 0.2340 2.0160 -0.7521 0.202
H -0.9161 0.7953 2.5620 0.195
H 0.6891 0.0490 2.0538 0.183
```

Calculated values
E_tot   -8863.7381 eV
ΔE to the lowest compared entry with this formula, charge and spin   528.2 kJ/mol
Charge   0

---

Record 3
This record from the OMol25 dataset describes C5H9NO as an isolated structure. The level of theory is the ωB97M-V functional and the def2-TZVPD basis.

```
16
Properties=species:S:1:pos:R:3:nbo_charge:R:1
C -0.1120 -0.9276 -1.6966 -0.616
C -0.5633 -0.6554 -0.2625 -0.239
C 0.1870 -1.4045 0.8856 -0.392
C 0.5209 -0.0386 1.4546 -0.255
C -0.1407 0.5734 0.4835 0.140
N -0.2983 1.8700 -0.0082 -0.317
O 0.2819 2.7616 0.9660 -0.590
H -0.4063 -1.9429 -1.9937 0.217
H 0.9778 -0.8569 -1.7986 0.205
H -0.5702 -0.2345 -2.4131 0.211
H -1.6511 -0.7438 -0.1905 0.204
H -0.4726 -2.0146 1.5034 0.197
H 1.0349 -2.0089 0.5442 0.197
H 0.3818 1.7698 -0.7455 0.347
H 1.0183 0.3057 2.3518 0.217
H -0.1789 3.6070 0.8620 0.473
```

Calculated values
E_tot   -8865.2797 eV
ΔE to the lowest compared entry with this formula, charge and spin   379.5 kJ/mol
Charge   0

---

Record 4
This record from the OMol25 dataset describes a 2-piece molecular cluster, C5H9NO overall. The level of theory is the ωB97M-V functional and the def2-TZVPD basis.

```
16
Properties=species:S:1:pos:R:3:nbo_charge:R:1
C -1.4575 0.1061 -1.7306 -0.218
C -0.4520 0.3741 -1.0791 -0.072
C 1.5401 -1.3935 0.0990 -0.641
C 1.6901 0.1109 0.3155 -0.438
C 0.3683 0.7794 -0.0687 -0.049
N -2.3075 0.7969 0.9183 -0.451
O -1.0325 0.6393 1.3422 -0.421
H -2.3897 -0.2259 -2.1291 0.240
H 2.3815 -2.0781 0.4350 0.218
H 1.3080 -1.7801 -0.9310 0.224
H 0.7915 -1.7508 0.8691 0.220
H 1.8907 0.3917 1.3878 0.237
H 2.4213 0.4791 -0.4202 0.225
H 0.4596 1.8939 0.1564 0.235
H -2.5693 -0.0841 0.4117 0.346
H -2.6425 1.7411 0.4235 0.345
```

Calculated values
E_tot   -8862.3117 eV
ΔE to the lowest compared entry with this formula, charge and spin   665.8 kJ/mol
Charge   0

---

Record 5
This record from the OMol25 dataset describes one molecule with the formula C5H9NO. The level of theory is the ωB97M-V functional and the def2-TZVPD basis.

```
16
Properties=species:S:1:pos:R:3:nbo_charge:R:1
H 0.6918 2.1726 0.9859 0.342
N 1.3520 1.7595 0.3231 -0.671
C 1.2576 0.4965 0.3202 0.581
C 2.0418 -0.3743 -0.6254 -0.695
O 0.3950 -0.2399 1.1033 -0.537
C -0.9746 0.0171 0.8758 0.072
C -1.7574 -1.0290 0.1352 -0.433
C -1.4250 0.2839 -0.5255 -0.446
H 2.9684 -0.6951 -0.1436 0.239
H 1.4552 -1.2691 -0.8712 0.221
H 2.2840 0.1842 -1.5353 0.238
H -1.4589 0.5148 1.7167 0.194
H -1.2149 -1.9008 -0.2338 0.225
H -2.7789 -1.2068 0.4620 0.219
H -0.6464 0.2503 -1.2870 0.225
H -2.1898 1.0360 -0.7006 0.225
```

Calculated values
SMILES   [H]/N=C(/C)OC1CC1
E_tot   -8866.9998 eV
ΔE to the lowest compared entry with this formula, charge and spin   213.5 kJ/mol
Charge   0

---

Record 6
This record from the OMol25 dataset describes one molecule with the formula C5H9NO. The level of theory is the ωB97M-V functional and the def2-TZVPD basis.

```
16
Properties=species:S:1:pos:R:3:nbo_charge:R:1
C -1.2422 -0.6194 -0.4786 -0.081
O -1.1436 0.7740 -0.7069 -0.539
C -0.0771 1.1403 0.2435 0.064
C 1.3574 0.5258 -0.3649 -0.191
N 1.2767 -0.7805 -0.3685 -0.657
C 0.0425 -1.0868 0.3664 -0.091
C -0.2002 0.0436 1.3974 -0.463
H -1.5067 -1.1402 -1.5313 0.177
H -2.0151 -0.8280 0.1630 0.154
H 0.0800 2.2266 0.2541 0.218
H 1.5415 1.2257 -1.3962 0.180
H 2.0039 1.0239 0.3451 0.155
H 1.3894 -1.1874 -1.2195 0.376
H 0.0128 -2.2396 0.2714 0.237
H -1.0846 -0.0641 1.9702 0.230
H 0.5085 0.2340 2.3946 0.229
```

Calculated values
SMILES   C1O[C@@H]2CN[C@H]1C2
E_tot   -8864.4674 eV
ΔE to the lowest compared entry with this formula, charge and spin   457.8 kJ/mol
Charge   0

---

Record 7
This record from the OMol25 dataset describes one molecule with the formula C5H9NO. The level of theory is the ωB97M-V functional and the def2-TZVPD basis.

```
16
Properties=species:S:1:pos:R:3:nbo_charge:R:1
C -1.0000 0.4681 -1.6412 -0.667
C -0.3223 0.1332 -0.3370 0.001
C -1.2338 -0.5444 0.6595 -0.648
C 1.6475 -0.9566 0.7712 -0.124
N 1.5537 0.3528 0.9916 -0.578
C 0.7445 1.0269 0.0373 0.541
O 1.0187 2.1294 -0.4192 -0.622
H -1.7917 1.2229 -1.5084 0.225
H -1.4863 -0.4191 -2.0656 0.214
H -0.2946 0.8744 -2.3709 0.234
H -2.1622 0.0377 0.7796 0.206
H -0.7782 -0.6563 1.6459 0.216
H -1.5408 -1.5379 0.3115 0.215
H 1.8318 -1.6281 1.6119 0.180
H 1.8044 -1.3387 -0.2235 0.198
H 2.0092 0.8357 1.7573 0.410
```

Calculated values
E_tot   -8865.7938 eV
ΔE to the lowest compared entry with this formula, charge and spin   329.9 kJ/mol
Charge   0

---

Record 8
This record from the OMol25 dataset describes C5H9NO as an isolated structure. The level of theory is the ωB97M-V functional and the def2-TZVPD basis.

```
16
Properties=species:S:1:pos:R:3:nbo_charge:R:1
C 1.9748 -0.8060 0.0186 0.105
C -1.2611 -1.0093 -0.2677 -0.257
C -2.0351 0.1342 -0.2205 -0.595
N 0.7078 -0.4138 0.6438 -0.604
O 2.1182 0.4906 -0.5555 -0.508
C 0.9896 0.9180 0.1915 0.432
C 0.1749 1.9468 0.1566 -0.602
H 0.5820 -0.5531 1.6377 0.394
H 2.7748 -1.0503 0.7283 0.164
H 1.8646 -1.5911 -0.7346 0.170
H -0.7878 -1.2991 -1.1961 0.188
H -1.4134 -1.8179 0.4341 0.189
H -1.0083 1.4237 0.1897 0.272
H -2.2916 0.6036 -1.1617 0.217
H -2.8400 0.1746 0.5027 0.211
H 0.4506 2.8494 -0.3669 0.224
```

Calculated values
E_tot   -8863.5543 eV
ΔE to the lowest compared entry with this formula, charge and spin   545.9 kJ/mol
Charge   0

---

Record 9
This record from the OMol25 dataset describes one molecule with the formula C5H9NO. The level of theory is the ωB97M-V functional and the def2-TZVPD basis.

```
16
Properties=species:S:1:pos:R:3:nbo_charge:R:1
C -0.3475 2.8509 -0.9980 -0.245
O -0.7879 1.6885 -0.3518 -0.537
C 0.2717 0.8850 0.1007 -0.050
C -0.3550 -0.3537 0.7167 -0.489
C 0.3613 -3.6585 0.2902 -0.244
C 0.6904 -1.3491 1.1481 0.160
N 0.5389 -2.4885 0.7439 -0.282
H -1.2366 3.3853 -1.3389 0.194
H 0.2851 2.6152 -1.8681 0.163
H 0.2246 3.5002 -0.3184 0.165
H 0.8920 1.4152 0.8404 0.172
H 0.9319 0.6038 -0.7385 0.161
H -0.9146 -0.0597 1.6107 0.237
H -0.2728 -4.3418 0.8332 0.198
H -1.0692 -0.7817 -0.0014 0.201
H 0.7877 -3.9111 -0.6689 0.197
```

Calculated values
E_tot   -8865.3965 eV
ΔE to the lowest compared entry with this formula, charge and spin   368.2 kJ/mol
Charge   0

---

Record 10
This record from the OMol25 dataset describes a 2-piece molecular cluster, C5H9NO overall. The level of theory is the ωB97M-V functional and the def2-TZVPD basis.

```
16
Properties=species:S:1:pos:R:3:nbo_charge:R:1
C -1.4802 0.5632 -0.3086 -0.600
C -0.0179 0.1829 -0.1161 -0.046
C 0.8625 1.4470 -0.0975 -0.591
C 0.3130 -0.5911 1.1576 0.088
O 1.1568 -1.5805 0.7412 -0.504
C 1.1240 -1.5927 -0.6456 0.353
N 0.4728 -0.6775 -1.2162 -0.437
H -1.5887 1.2220 -1.1759 0.223
H -1.8501 1.0911 0.5773 0.218
H -2.0956 -0.3258 -0.4744 0.220
H 0.5219 2.1328 0.6842 0.220
H 1.9093 1.1931 0.0977 0.217
H 0.8016 1.9442 -1.0700 0.221
H -0.6827 -1.0965 1.7933 0.159
H -1.1375 -1.5180 1.1574 0.062
H 1.6908 -2.3942 -1.1045 0.196
```

Calculated values
E_tot   -8864.3054 eV
ΔE to the lowest compared entry with this formula, charge and spin   473.5 kJ/mol
Charge   0